(1)
44
Properties=species:S:1:pos:R:3:forces:R:3 method="wB97M-V/def2-TZVPD" charge=0 energy_ev=-55528.3235 e_lumo_ev=0.173 smiles="Cc1ccc(N/C(=N/OCc2ccc(Cl)cc2Cl)c2nonc2N)c(C)c1" homo_ev=-8.3 e_above_lowest_kj_mol=305.5 orbital_gap_ev=8.44
Cl 1.7296 4.8583 6.3490 -0.10 0.42 0.68
Cl 3.5233 1.8873 2.3205 -0.05 -0.16 0.11
N 2.7954 -2.2139 0.2478 0.67 -0.91 1.48
N 2.7522 -2.5051 2.5615 1.81 -1.06 -2.04
N -0.0405 0.0382 0.2642 -0.34 -0.78 -2.24
O 3.4405 -2.8123 1.3350 -0.64 0.96 -0.17
O 0.0962 0.8143 1.4271 1.05 -1.07 0.57
C 1.7657 -1.6219 0.7446 -0.64 -0.02 -0.23
C 1.7424 -1.8357 2.1649 -1.26 0.75 0.87
C 0.6883 -1.0060 -0.0802 -0.79 2.17 1.06
C 0.1745 4.2380 4.1996 0.01 0.75 0.52
C 2.4430 3.3755 4.2716 0.04 -0.25 0.40
C -0.9862 -0.0774 -2.5687 -0.15 0.15 0.11
C -2.0240 0.1675 -3.4589 0.67 -0.45 0.13
C -2.2024 -2.2381 -3.8040 1.50 1.54 1.42
C -0.0444 3.6180 2.9740 0.90 -0.50 1.01
C 1.4160 4.1111 4.8544 -0.30 -0.66 -1.42
C 2.2035 2.7371 3.0641 0.13 0.05 0.26
C -0.5790 -1.3767 -2.2387 -0.59 1.08 -0.27
C -2.6184 -0.9287 -4.0755 -0.55 0.22 -0.57
C -1.1403 -2.4726 -2.8744 -1.60 0.60 -1.10
C 0.9679 2.7999 2.4525 -0.85 -0.03 -1.80
N 0.7846 -1.4976 3.0683 -0.36 0.13 -0.37
N 0.4230 -1.6187 -1.2918 0.76 0.29 1.09
C -3.7297 -0.6695 -5.0744 -0.57 -0.61 0.62
C -0.6359 -3.8373 -2.5943 -0.91 -0.36 -0.22
C 0.6831 2.0929 1.1229 0.36 -0.11 0.07
H -0.5825 4.8887 4.6632 0.33 -0.46 -0.29
H 3.3966 3.2192 4.7878 -0.39 0.30 -0.28
H -0.4873 0.7528 -2.1091 0.12 0.15 0.25
H -2.3284 1.1961 -3.7158 0.20 -0.68 0.23
H -2.7096 -3.0377 -4.2775 -0.23 -0.83 -0.42
H -0.9938 3.6950 2.4613 0.04 0.06 0.02
H 1.0459 -1.7154 4.0213 -0.44 0.38 -0.18
H 0.1381 -0.7545 2.8180 0.41 -0.12 0.48
H 0.9451 -2.4524 -1.4470 0.36 -0.42 0.13
H -4.6915 -1.0059 -4.6229 0.47 0.24 -0.47
H -3.8408 0.3749 -5.3730 0.17 -0.07 0.24
H -3.5496 -1.2494 -5.9709 -0.13 -0.16 -0.25
H -1.1691 -4.5272 -3.2532 0.24 -0.16 0.19
H -0.8172 -4.1243 -1.5567 0.16 -0.08 -0.01
H 0.4133 -3.8787 -2.8233 0.62 -0.36 -0.02
H 1.5897 1.8942 0.5407 -0.04 0.27 0.22
H 0.0128 2.6977 0.4960 -0.09 -0.23 0.20

=====

(2)
88
Properties=species:S:1:pos:R:3:forces:R:3 method="wB97M-V/def2-TZVPD" charge=0 energy_ev=-613168.6072 e_lumo_ev=-0.132 homo_ev=-9.3 e_above_lowest_kj_mol=0.0 orbital_gap_ev=9.12
C -0.7609 -0.7490 4.3475 -0.43 0.23 -0.58
C -2.2251 -0.5659 3.8574 0.76 0.36 0.25
C -2.7197 0.8231 4.3255 -0.08 -0.13 -0.28
C -2.1933 -0.7469 2.3262 -0.39 -0.63 0.38
C -3.5125 -0.6174 1.5292 0.31 0.59 -0.69
C -4.0129 0.8553 1.3786 -0.18 -0.36 -0.09
C -3.2369 -1.1814 0.1126 0.12 -0.31 0.39
O -2.1718 -0.3825 -0.4582 -0.27 0.25 0.07
O -2.5359 0.1205 -1.7685 0.38 -0.21 0.11
S -1.2187 -0.3852 -2.6400 0.33 0.15 -1.56
O -1.4913 -0.0467 -4.0262 0.06 -0.22 1.61
O -0.0172 0.7169 -2.0965 -0.82 0.72 0.59
P -0.3684 2.2619 -1.7162 -0.36 0.94 -0.11
O -0.9468 2.2371 -0.1990 0.52 -0.14 -0.89
O 1.1134 2.9138 -1.5560 -0.77 -1.02 0.09
S -1.5053 3.2468 -2.9096 0.20 -0.38 0.43
H -0.1442 -0.0117 3.8030 -0.07 -0.17 0.37
H -0.3673 -1.7397 4.0807 -0.12 0.19 0.25
H -0.6681 -0.5629 5.4235 0.02 -0.17 -0.23
H -2.8349 -1.3535 4.3233 -0.02 0.16 -0.19
H -2.2822 1.0860 5.3005 -0.27 -0.13 -0.24
H -3.8148 0.8607 4.3951 0.25 0.05 0.04
H -2.4205 1.6007 3.6066 0.03 -0.18 0.28
H -1.4296 -0.0702 1.9118 -0.30 -0.03 0.02
H -1.8157 -1.7740 2.1573 -0.03 0.33 -0.01
H -4.3082 -1.2329 1.9806 0.33 0.06 -0.10
H -4.8908 1.0492 2.0086 0.32 0.01 -0.04
H -3.2260 1.5719 1.6281 -0.19 -0.10 -0.10
H -4.3186 1.0597 0.3399 0.10 -0.05 0.33
H -4.1220 -1.1648 -0.5319 0.24 0.14 0.08
H -2.8320 -2.2074 0.1731 -0.31 0.24 -0.09
H -0.2958 1.8546 0.4040 -0.02 -0.10 0.15
H 0.9690 3.8508 -1.3736 0.11 0.20 -0.14
C -6.0750 4.7649 -0.1124 0.09 0.00 -0.04
Cl -6.9091 3.3389 0.5247 0.02 -0.01 0.01
Cl -6.9993 5.4152 -1.4689 0.01 0.04 0.01
Cl -5.9515 5.9853 1.1616 -0.01 -0.01 -0.01
Cl -4.4585 4.3158 -0.6621 -0.05 -0.04 0.01
C 3.0223 -0.8507 5.2841 0.12 0.13 -0.13
Cl 2.6375 -1.1205 3.5782 0.04 -0.03 0.00
Cl 4.7245 -1.2853 5.5437 -0.19 0.18 0.03
Cl 2.8040 0.8594 5.6733 -0.03 0.00 -0.02
Cl 1.9566 -1.8190 6.2997 0.19 -0.08 0.02
C 3.6046 0.7142 -2.9315 -0.11 -0.19 0.12
Cl 4.9157 -0.4548 -3.1476 0.04 0.05 -0.01
Cl 4.1837 2.3440 -3.2847 0.03 0.00 0.03
Cl 2.2980 0.3101 -4.0445 0.05 0.09 0.11
Cl 3.0374 0.6305 -1.2478 0.10 -0.22 -0.25
C 6.9520 0.9689 0.8265 -0.04 -0.03 0.01
Cl 6.0817 -0.4880 1.3310 0.01 0.02 0.00
Cl 6.0904 1.7240 -0.5135 0.24 0.12 0.10
Cl 7.0417 2.0943 2.1871 0.00 -0.01 -0.01
Cl 8.5857 0.5307 0.3153 -0.03 0.01 0.01
C 5.0256 -5.8828 7.0029 -0.01 0.09 0.01
Cl 6.6463 -6.3733 6.4958 -0.05 -0.02 0.02
Cl 4.8085 -4.1567 6.6822 0.03 -0.29 0.08
Cl 3.8157 -6.7982 6.0997 0.00 0.07 -0.07
Cl 4.8266 -6.1970 8.7313 0.00 0.03 -0.01
C -1.0027 -5.2810 8.8171 0.01 -0.04 0.03
Cl -1.9051 -5.1897 7.2988 0.01 0.02 0.01
Cl 0.6469 -5.8091 8.4887 0.06 0.14 0.01
Cl -0.9735 -3.6903 9.5848 -0.01 0.02 -0.02
Cl -1.7852 -6.4412 9.8961 0.00 0.00 -0.02
C -9.9359 4.7736 -4.1810 -0.01 -0.01 0.01
Cl -8.6925 5.9574 -4.6046 0.00 -0.02 0.01
Cl -10.9178 4.4198 -5.6064 0.01 0.01 0.02
Cl -9.1686 3.2903 -3.6095 -0.01 0.00 -0.02
Cl -10.9630 5.4350 -2.9044 0.01 -0.01 -0.01
C 4.3391 1.1385 -7.6418 -0.05 0.02 -0.02
Cl 3.5996 2.6917 -7.2406 0.18 -0.06 0.19
Cl 3.1979 -0.1566 -7.2778 0.06 -0.06 -0.16
Cl 4.7433 1.0924 -9.3687 0.05 0.03 0.07
Cl 5.8145 0.9233 -6.6965 -0.02 -0.01 0.02
C 0.6020 3.6822 -10.4373 0.03 -0.01 -0.01
Cl 0.0717 3.3700 -12.0955 -0.03 0.00 0.01
Cl 2.1400 2.8686 -10.1480 -0.20 0.01 -0.19
Cl 0.8081 5.4246 -10.2071 0.00 -0.01 -0.01
Cl -0.6069 3.0759 -9.3025 0.02 0.02 -0.02
C 1.8005 -9.8995 8.4154 0.00 0.17 0.10
Cl 3.5086 -9.5961 8.1058 0.07 -0.22 0.07
Cl 1.4467 -11.6227 8.2847 0.02 0.05 -0.03
Cl 1.3976 -9.3331 10.0440 -0.01 -0.04 0.00
Cl 0.8457 -8.9872 7.2427 -0.09 -0.18 -0.12
C 4.9816 3.5954 -13.0632 0.03 0.06 0.02
Cl 4.6206 1.8640 -13.0142 -0.09 0.05 -0.01
Cl 5.8702 3.9666 -14.5451 0.02 -0.03 0.01
Cl 3.4871 4.5363 -13.0359 0.05 -0.07 -0.02
Cl 5.9698 4.0141 -11.6589 -0.03 0.02 0.00

=====

(3)
44
Properties=species:S:1:pos:R:3:forces:R:3 method="wB97M-V/def2-TZVPD" charge=0 energy_ev=-55514.4687 e_lumo_ev=-0.762 smiles="O=C(c1ccc(Cl)c([N+](=O)[O-])c1)N(Cc1ccccc1)[C@H]1CCS(=O)(=O)C1" homo_ev=-9.7 e_above_lowest_kj_mol=339.4 orbital_gap_ev=8.91
O 2.1155 -1.7474 -0.9395 0.15 -0.21 -0.03
C 1.1412 -1.0300 -0.8155 -0.18 0.05 -0.21
N 1.1045 0.0168 0.0450 0.10 0.18 0.07
C -0.1173 0.7422 0.3220 -0.42 0.00 0.02
C -1.0200 0.0615 1.3300 0.00 0.05 -0.02
C -0.7681 -1.2115 1.8198 0.03 0.09 -0.06
C -1.6297 -1.7937 2.7354 -0.04 -0.08 0.07
C -2.7494 -1.1086 3.1707 -0.02 -0.08 0.05
C -3.0034 0.1661 2.6901 -0.06 0.06 -0.01
C -2.1441 0.7471 1.7768 0.06 -0.06 0.00
H -2.3343 1.7444 1.4094 -0.05 0.15 -0.04
H -3.8714 0.7096 3.0312 -0.08 0.05 0.03
H -3.4191 -1.5627 3.8850 -0.06 -0.04 0.06
H -1.4206 -2.7848 3.1098 0.01 -0.09 0.04
H 0.1081 -1.7557 1.4977 0.11 -0.05 -0.02
H 0.1217 1.7441 0.6860 -0.13 -0.17 -0.18
H -0.6744 0.8628 -0.6118 0.10 0.10 0.16
C 2.3108 0.2165 0.8457 0.50 -0.59 -0.27
C 2.0719 0.9102 2.1677 0.02 0.71 -0.33
H 2.8617 0.6859 2.8777 0.08 0.00 0.01
H 1.1015 0.7179 2.6116 -0.08 0.11 0.09
S 2.2305 2.6995 1.7812 -0.10 0.20 0.08
O 0.9331 3.3256 1.7568 -0.23 -0.01 -0.13
O 3.2257 3.2867 2.6293 0.49 -0.12 0.08
C 2.8702 2.5053 0.0783 -0.24 -0.11 0.71
C 3.3378 1.0686 0.0696 0.12 -0.43 -0.14
H 3.4506 0.6731 -0.9400 0.05 0.02 0.05
H 4.3007 0.9938 0.5769 0.07 -0.04 -0.03
H 2.0516 2.6958 -0.6085 -0.12 0.03 -0.02
H 3.6677 3.2242 -0.0695 0.01 0.14 0.07
H 2.7424 -0.7827 0.9939 -0.10 0.29 0.08
C -0.0831 -1.2571 -1.6571 -0.14 -0.20 -0.30
C -0.3434 -0.4408 -2.7438 -0.08 -0.04 -0.05
C -1.4263 -0.6926 -3.5818 0.16 -0.68 0.87
C -2.2559 -1.7926 -3.3452 0.17 0.26 -0.05
C -1.9718 -2.6211 -2.2631 -0.03 0.10 -0.12
C -0.9019 -2.3600 -1.4307 0.10 0.18 -0.07
H -0.6949 -3.0195 -0.6029 0.01 -0.09 0.08
H -2.6002 -3.4793 -2.0884 -0.08 -0.07 -0.02
Cl -3.5790 -2.1932 -4.3616 -0.15 -0.34 0.09
N -1.6291 0.2310 -4.6778 -0.05 0.28 -0.29
O -0.6730 0.8987 -5.0088 0.32 0.23 -0.19
O -2.7255 0.3005 -5.1787 -0.24 0.18 -0.13
H 0.2887 0.4056 -2.9728 0.00 0.02 0.01

=====

(4)
40
Properties=species:S:1:pos:R:3:forces:R:3 method="wB97M-V/def2-TZVPD" charge=+1 energy_ev=-29395.5069 e_lumo_ev=-6.067 homo_ev=-11.8 orbital_gap_ev=5.71
C 3.0205 -3.6860 -0.8510 0.10 0.05 -0.26
C 2.6481 -3.5612 0.6070 -1.05 -2.06 0.49
C 2.9726 -2.3553 1.2855 -0.05 0.64 0.73
N 2.6021 -2.2946 2.5716 -0.12 1.70 2.62
N 2.3375 -2.0716 3.6671 0.78 -1.13 -3.83
O 2.0611 -4.4719 1.2137 0.59 0.95 -0.93
H 3.4573 -2.7688 -1.2594 -0.05 -0.13 0.10
H 3.7411 -4.5022 -0.9873 -0.18 0.16 0.14
H 2.1315 -3.9429 -1.4396 0.14 0.01 0.21
H 3.5162 -1.5296 0.8250 -0.19 -0.11 0.69
C -0.0472 4.4640 3.9100 0.17 0.19 0.60
C -0.1546 3.3050 2.9949 0.08 -0.35 0.02
C -0.6132 3.4907 1.6923 -0.39 0.63 -1.11
F -0.9581 4.7682 1.3231 0.39 -1.34 0.31
C -0.7115 2.4816 0.7579 0.02 -0.07 0.40
C -0.4011 1.1431 1.1580 0.32 0.48 0.41
C -0.5367 -0.0193 0.3611 -0.19 0.34 -0.15
C -1.0269 -0.1916 -0.9551 -0.33 -0.30 -0.58
C -1.5812 0.8284 -1.7934 0.12 -0.35 -0.17
C -1.9653 0.4963 -3.0753 -0.21 1.31 0.08
F -2.4386 1.4867 -3.9016 0.42 -1.00 0.95
C -1.9232 -0.7976 -3.5899 0.15 -0.23 0.26
C -2.4259 -1.0619 -4.9573 -0.10 -0.47 -0.45
C -1.4192 -1.8109 -2.7591 -0.04 0.08 -0.15
C -0.9772 -1.5204 -1.4872 0.11 0.26 0.46
C 0.1053 0.9600 2.4831 -0.14 -0.39 -0.42
C 0.2218 2.0060 3.3699 -0.01 0.20 0.05
H 0.3490 4.1326 4.8735 -0.07 0.14 -0.12
H 0.6275 5.2290 3.5039 -0.22 -0.14 0.00
H -1.0234 4.9355 4.0813 0.19 -0.08 -0.15
H -1.0067 2.7197 -0.2564 0.12 0.21 0.51
H -0.2340 -0.9467 0.8541 0.03 0.20 -0.12
H -1.7206 1.8435 -1.4420 -0.09 -0.37 -0.43
H -2.3464 -2.1305 -5.1744 -0.05 0.19 -0.06
H -3.4789 -0.7670 -5.0567 0.26 0.05 0.03
H -1.8510 -0.5119 -5.7133 -0.15 -0.01 0.21
H -1.3856 -2.8327 -3.1407 0.00 0.31 0.16
H -0.5852 -2.3122 -0.8466 -0.08 0.15 -0.21
H 0.4111 -0.0457 2.7764 -0.15 0.25 0.04
H 0.6087 1.8421 4.3769 -0.12 0.01 -0.32

=====

Please write out number 1 again, unchanged.
44
Properties=species:S:1:pos:R:3:forces:R:3 method="wB97M-V/def2-TZVPD" charge=0 energy_ev=-55528.3235 e_lumo_ev=0.173 smiles="Cc1ccc(N/C(=N/OCc2ccc(Cl)cc2Cl)c2nonc2N)c(C)c1" homo_ev=-8.3 e_above_lowest_kj_mol=305.5 orbital_gap_ev=8.44
Cl 1.7296 4.8583 6.3490 -0.10 0.42 0.68
Cl 3.5233 1.8873 2.3205 -0.05 -0.16 0.11
N 2.7954 -2.2139 0.2478 0.67 -0.91 1.48
N 2.7522 -2.5051 2.5615 1.81 -1.06 -2.04
N -0.0405 0.0382 0.2642 -0.34 -0.78 -2.24
O 3.4405 -2.8123 1.3350 -0.64 0.96 -0.17
O 0.0962 0.8143 1.4271 1.05 -1.07 0.57
C 1.7657 -1.6219 0.7446 -0.64 -0.02 -0.23
C 1.7424 -1.8357 2.1649 -1.26 0.75 0.87
C 0.6883 -1.0060 -0.0802 -0.79 2.17 1.06
C 0.1745 4.2380 4.1996 0.01 0.75 0.52
C 2.4430 3.3755 4.2716 0.04 -0.25 0.40
C -0.9862 -0.0774 -2.5687 -0.15 0.15 0.11
C -2.0240 0.1675 -3.4589 0.67 -0.45 0.13
C -2.2024 -2.2381 -3.8040 1.50 1.54 1.42
C -0.0444 3.6180 2.9740 0.90 -0.50 1.01
C 1.4160 4.1111 4.8544 -0.30 -0.66 -1.42
C 2.2035 2.7371 3.0641 0.13 0.05 0.26
C -0.5790 -1.3767 -2.2387 -0.59 1.08 -0.27
C -2.6184 -0.9287 -4.0755 -0.55 0.22 -0.57
C -1.1403 -2.4726 -2.8744 -1.60 0.60 -1.10
C 0.9679 2.7999 2.4525 -0.85 -0.03 -1.80
N 0.7846 -1.4976 3.0683 -0.36 0.13 -0.37
N 0.4230 -1.6187 -1.2918 0.76 0.29 1.09
C -3.7297 -0.6695 -5.0744 -0.57 -0.61 0.62
C -0.6359 -3.8373 -2.5943 -0.91 -0.36 -0.22
C 0.6831 2.0929 1.1229 0.36 -0.11 0.07
H -0.5825 4.8887 4.6632 0.33 -0.46 -0.29
H 3.3966 3.2192 4.7878 -0.39 0.30 -0.28
H -0.4873 0.7528 -2.1091 0.12 0.15 0.25
H -2.3284 1.1961 -3.7158 0.20 -0.68 0.23
H -2.7096 -3.0377 -4.2775 -0.23 -0.83 -0.42
H -0.9938 3.6950 2.4613 0.04 0.06 0.02
H 1.0459 -1.7154 4.0213 -0.44 0.38 -0.18
H 0.1381 -0.7545 2.8180 0.41 -0.12 0.48
H 0.9451 -2.4524 -1.4470 0.36 -0.42 0.13
H -4.6915 -1.0059 -4.6229 0.47 0.24 -0.47
H -3.8408 0.3749 -5.3730 0.17 -0.07 0.24
H -3.5496 -1.2494 -5.9709 -0.13 -0.16 -0.25
H -1.1691 -4.5272 -3.2532 0.24 -0.16 0.19
H -0.8172 -4.1243 -1.5567 0.16 -0.08 -0.01
H 0.4133 -3.8787 -2.8233 0.62 -0.36 -0.02
H 1.5897 1.8942 0.5407 -0.04 0.27 0.22
H 0.0128 2.6977 0.4960 -0.09 -0.23 0.20

=====

Question: Which of these has the highest charge?
Answer: C18H17F2N2O

=====

Question: Among the records above, which one has the highest charge?
Answer: C18H17F2N2O

=====

Question: Which value of charge does entry 3 give?
Answer: 0